Here is C33H90NO13Zn as an isolated structure at a distorted geometry from the OMol25 dataset. Energies are from ωB97M-V/def2-TZVPD.

```
138
Properties=species:S:1:pos:R:3:forces:R:3
Zn 2.802 -3.800 3.181 -0.036 0.108 -0.204
C -2.019 -0.073 0.913 1.355 0.085 0.778
C -1.098 -0.240 -0.310 -1.896 -0.873 -2.746
C -1.612 0.706 -1.499 2.067 1.479 0.990
C -1.115 2.192 -1.259 -0.951 -1.612 0.535
C 0.361 2.190 -1.020 1.545 -0.061 0.509
C 0.983 1.312 0.130 -0.660 1.253 -2.343
N 0.379 -0.023 -0.063 1.738 -5.550 6.443
O 1.002 -1.108 0.764 -3.088 5.654 -4.986
C 0.642 1.935 1.457 -1.018 -0.808 0.920
C 2.508 1.324 0.057 -0.176 -1.236 -0.244
C -1.414 -1.668 -0.887 1.400 -0.182 -0.590
H -2.192 0.990 1.078 -0.271 -0.254 0.413
H -1.499 -0.560 1.738 0.055 0.432 0.414
H -2.933 -0.664 0.846 -0.026 0.395 -0.657
H -2.698 0.618 -1.523 0.201 -0.075 -0.284
H -1.092 0.400 -2.407 -0.551 -0.406 -0.203
H -1.685 2.534 -0.395 0.198 0.505 0.074
H -1.257 2.905 -2.071 -0.583 -0.374 -0.166
H 0.674 3.213 -0.811 0.193 0.029 0.045
H 0.919 1.881 -1.904 -0.220 0.090 -0.409
H 1.306 2.797 1.521 -0.370 0.025 0.392
H 0.813 1.189 2.233 0.462 0.236 0.246
H -0.418 2.170 1.554 0.151 0.490 -0.135
H 2.800 0.856 0.997 0.700 -0.036 -0.278
H 2.962 2.309 -0.050 -0.549 0.162 0.264
H 2.855 0.763 -0.811 0.104 -0.292 0.168
H -0.922 -1.735 -1.858 0.465 -0.220 0.061
H -2.443 -1.858 -1.190 -0.276 0.715 0.640
H -1.091 -2.520 -0.288 0.107 0.284 0.236
C -6.571 1.978 6.574 0.425 -0.380 -0.310
C -5.332 1.115 6.283 -1.125 1.253 -1.296
O -4.598 1.003 7.449 0.719 -0.757 1.053
H -6.363 3.041 6.693 0.273 -0.142 0.350
H -6.972 1.529 7.483 -0.315 0.397 0.050
H -7.319 1.932 5.782 0.045 -0.304 -0.044
H -4.652 1.539 5.543 -0.301 0.320 -0.569
H -5.672 0.158 5.886 -0.028 -0.322 0.162
H -3.984 0.294 7.242 0.357 -0.054 0.603
C -9.026 1.599 -4.906 -0.201 -1.220 0.113
C -7.535 1.299 -5.134 -1.314 1.146 1.620
O -7.113 1.741 -6.388 0.191 -0.300 -0.546
H -9.634 0.851 -5.415 -0.203 0.448 -0.577
H -9.273 2.630 -5.161 -0.091 -0.116 -0.267
H -9.329 1.449 -3.870 0.372 0.161 0.292
H -7.321 0.253 -4.915 0.281 0.122 -0.436
H -7.088 1.963 -4.394 0.803 -0.448 0.456
H -7.361 2.668 -6.347 0.167 0.208 -0.648
C -2.066 -7.214 3.947 -0.236 0.381 -1.669
C -0.848 -6.838 3.053 0.209 -0.109 0.961
O -0.376 -5.497 3.184 0.127 0.447 0.450
H -2.105 -6.703 4.909 0.304 -0.181 -0.086
H -2.170 -8.296 4.027 0.465 -0.038 0.385
H -2.962 -6.970 3.376 -0.276 0.431 0.217
H -1.001 -7.030 1.991 -0.244 -0.398 0.091
H 0.001 -7.420 3.412 0.046 -0.161 -0.282
H -0.802 -4.870 2.595 -0.317 -0.330 -0.071
C 5.347 -7.839 -0.288 -1.037 0.366 0.239
C 3.918 -7.403 0.141 0.337 0.752 -0.177
O 3.798 -5.967 0.417 0.398 -1.054 0.336
H 5.674 -7.414 -1.238 -0.176 -0.030 -0.082
H 5.353 -8.927 -0.349 0.155 0.002 -0.111
H 6.061 -7.521 0.472 -0.061 -0.064 0.074
H 3.659 -7.979 1.030 -0.024 0.483 0.272
H 3.110 -7.584 -0.567 0.366 -0.558 -0.417
H 3.993 -5.542 -0.422 0.007 0.200 -0.074
C -3.432 7.649 1.599 0.471 0.006 -0.303
C -2.551 6.829 2.547 -0.257 0.677 -1.097
O -3.390 5.962 3.250 -0.063 -0.623 0.475
H -4.232 8.125 2.165 0.309 0.435 -0.083
H -3.925 7.145 0.768 -0.027 -0.950 0.400
H -2.790 8.310 1.016 -0.046 0.733 0.518
H -1.981 7.479 3.210 -0.277 0.337 0.217
H -1.770 6.320 1.982 0.012 -0.499 -0.256
H -2.941 5.705 4.059 -0.095 -0.151 0.150
C 0.519 2.252 -7.252 0.022 0.087 1.789
C -0.548 1.256 -7.595 -0.580 -1.110 -2.008
O -0.199 0.423 -8.757 0.226 0.745 0.845
H 1.547 1.903 -7.349 -0.159 -0.013 -0.531
H 0.358 2.235 -6.174 0.470 0.604 0.502
H 0.392 3.307 -7.494 -0.004 -0.321 -0.776
H -1.496 1.723 -7.862 0.003 0.352 0.143
H -0.763 0.657 -6.711 0.173 -0.446 -0.177
H -0.477 -0.488 -8.640 -0.155 0.096 0.222
C 0.719 2.501 7.637 -0.722 -0.225 0.274
C -0.222 2.959 6.585 0.650 1.732 -1.282
O -1.237 3.816 7.071 -0.400 -0.720 0.141
H 0.102 1.914 8.317 0.581 -0.308 0.448
H 1.081 3.402 8.131 0.331 -0.346 0.175
H 1.495 1.911 7.149 0.197 -0.045 0.465
H -0.602 2.160 5.949 -0.211 -0.177 0.035
H 0.354 3.650 5.969 0.044 -0.206 -0.622
H -1.823 3.223 7.548 -0.523 0.289 0.330
C -2.942 -6.999 -5.233 -0.544 -0.799 -1.026
C -3.216 -8.443 -4.731 1.625 0.598 0.240
O -3.832 -8.386 -3.461 -0.477 -0.133 0.401
H -2.728 -6.960 -6.301 0.271 -0.392 -0.167
H -2.056 -6.598 -4.741 -0.332 0.172 0.273
H -3.818 -6.353 -5.177 0.033 -0.017 0.644
H -2.227 -8.881 -4.592 0.280 -0.128 -0.070
H -3.685 -9.194 -5.366 -0.699 0.700 -0.301
H -3.172 -8.599 -2.797 -0.150 0.001 0.008
C 3.193 -3.722 -5.422 -0.599 0.537 -0.236
C 3.480 -2.477 -4.513 -0.776 -2.178 -0.727
O 3.115 -2.964 -3.215 0.431 0.191 0.292
H 3.705 -4.643 -5.144 0.383 0.360 0.415
H 3.383 -3.584 -6.487 0.272 0.405 0.040
H 2.135 -3.979 -5.371 -0.132 0.158 0.183
H 2.814 -1.646 -4.747 0.228 0.095 -0.413
H 4.531 -2.223 -4.647 0.043 0.312 0.518
H 2.923 -2.235 -2.621 0.156 0.105 -0.037
C 1.563 7.986 -3.092 -0.680 -1.080 0.746
C 0.078 7.812 -3.389 0.526 0.677 -0.143
O -0.420 9.007 -4.008 -0.144 -0.912 -0.385
H 1.664 8.679 -2.257 0.493 0.222 -0.386
H 2.177 8.171 -3.973 -0.287 0.585 0.080
H 1.886 7.000 -2.760 0.304 -0.091 0.406
H -0.541 7.650 -2.507 0.327 -0.067 0.318
H -0.017 6.914 -3.998 -0.369 0.116 -0.431
H -0.639 8.718 -4.896 -0.173 0.543 -0.204
C 7.664 3.112 5.326 -0.624 -1.476 1.736
C 6.289 2.992 4.673 -0.222 0.321 -0.926
O 5.501 1.825 5.027 1.305 -0.081 0.387
H 7.444 2.840 6.359 0.108 0.555 0.551
H 8.131 4.097 5.317 -0.401 -0.022 -0.302
H 8.419 2.347 5.145 -0.148 0.005 -1.019
H 6.428 3.005 3.592 -0.247 0.084 -0.234
H 5.710 3.866 4.973 0.061 0.200 -0.121
H 4.605 1.891 4.690 0.158 0.398 -0.096
C 6.974 -2.060 0.572 0.346 -0.071 -1.007
C 6.972 -2.698 1.923 -0.355 -0.177 0.763
O 5.754 -2.433 2.617 -0.346 0.260 0.122
H 6.950 -0.972 0.629 0.050 0.079 0.199
H 6.152 -2.352 -0.083 -0.212 -0.235 0.277
H 7.879 -2.330 0.029 0.173 0.066 0.018
H 7.774 -2.284 2.534 0.355 -0.160 -0.096
H 7.046 -3.785 1.955 0.233 0.050 -0.489
H 5.811 -1.499 2.832 -0.382 0.153 0.261
```
Forces are in eV/Å.

Properties
F_max = 8.68 eV Å⁻¹
Total energy = -4122.80202 a.u.
Gap between HOMO and LUMO = 3.05 eV
HOMO = -10.41 eV
E_LUMO = -7.36 eV
Total charge = +1